No. 1
A molecular structure, C14H19ClMnN3O2P, computed with wB97M-V/def2-TZVPD.

ORCA input file:
```
! wB97M-V def2-TZVPD RIJCOSX def2/J DEFGRID3
* xyz 2 4
Mn 1.3656 -1.0729 -1.2461
Cl -3.5286 -1.3358 -0.2037
P 0.0409 0.0465 0.4250
O 0.8595 -3.4645 0.4927
O 3.7251 -0.1826 0.3927
N -1.4057 -0.0769 2.8088
N -1.9290 1.7805 1.3009
N 0.1534 1.8108 2.5923
C 2.7580 -1.2275 -2.7921
C 0.9941 1.2087 1.5601
C -0.9321 2.6246 1.9915
C -1.4084 1.1903 0.0840
C 1.9691 -2.4318 -2.6742
C 1.0035 -2.5088 -0.1591
C -0.4169 0.7755 3.4965
C -2.4623 0.7835 2.2567
C 2.8016 -0.5055 -0.2503
C 0.5236 -0.6496 -3.1135
C 0.5949 -2.0831 -2.9156
C -0.6809 0.1747 -3.4344
C 1.8691 -0.1430 -3.0694
C -0.7941 -0.9372 1.8150
H -1.5929 -0.2733 -3.0146
H -0.7829 0.3142 -4.5201
H 1.4338 1.9986 0.9310
H -0.9183 1.2873 4.3334
H -3.1722 0.1431 1.7124
H 1.8064 0.6452 2.0417
H -2.2196 0.5878 -0.3562
H -0.0403 -1.5798 2.2890
H -1.5835 -1.5344 1.3336
H -2.9301 1.3346 3.0927
H -0.2468 -2.7727 -3.0074
H -0.5745 1.1669 -2.9758
H 3.8459 -1.1793 -2.7627
H 2.1208 0.8944 -3.2764
H 0.4057 0.1517 3.8789
H -0.4847 3.3247 1.2679
H 2.3577 -3.4388 -2.5100
H -1.0802 1.9771 -0.6129
H -1.4449 3.1764 2.7979
*
```

max |F| = 6.8 eV Å⁻¹
frontier orbital gap (spin up / spin down) = 7.036 / 4.987 eV
calculated total energy = -76503.2044 eV
LUMO energy (spin up / spin down) = -8.13 / -10.05 eV

No. 2
12 unconnected molecules or ions with the total composition C3H30O12, computed with wB97M-V/def2-TZVPD.

ORCA input file:
```
! wB97M-V def2-TZVPD RIJCOSX def2/J DEFGRID3
* xyz 1 2
O 0.6291 -2.5323 3.5956
O -1.1351 1.8923 3.7475
O -1.5984 -2.6263 1.6064
O -2.4638 -0.0967 2.7506
O -2.3468 2.9141 0.9093
O 2.9162 0.7896 -0.3784
O 1.2958 -0.8323 -1.8207
O -0.6849 2.1640 -1.3257
O 0.7008 2.9718 2.2115
O -1.6351 -0.4626 -1.1161
O 2.3370 -1.6119 1.7380
O -0.1199 0.2423 1.3413
C 1.9058 0.3961 -3.8551
C 0.1709 -1.4383 -3.8632
C 1.4566 -0.9459 -3.2803
H -0.6358 -0.7970 -3.5082
H -2.2496 -3.2805 1.8597
H -1.5938 -2.6503 0.6495
H 1.2154 -1.7845 3.4802
H 2.9558 0.4306 -3.5647
H -0.4345 2.9200 -1.8568
H -1.6792 1.2361 3.3123
H 1.8032 0.5772 -4.9251
H 2.2259 -1.6937 -3.4726
H -1.3932 0.4432 -1.3091
H -0.0216 -2.4221 -3.4353
H -0.3573 0.0703 0.4301
H 1.3486 1.2167 -3.4033
H 2.1348 0.4361 -0.8035
H -1.7381 2.8652 1.6464
H 3.1109 -1.6004 1.1748
H 0.1314 -1.5460 -4.9472
H 0.5820 -1.4006 -1.5222
H -2.2896 -0.6233 1.9704
H 3.6458 0.3418 -0.8066
H 1.8103 -0.8713 1.4373
H -2.7940 2.0679 0.9107
H 0.5840 2.4382 1.4255
H 0.1711 2.5355 2.8787
H 0.0590 -2.5111 2.8270
H -0.9321 0.1096 1.8301
H -1.8943 -0.8273 -1.9623
H -1.0797 2.5427 -0.5402
H -3.0092 -0.6577 3.3019
H -1.1045 1.6106 4.6618
*
```

max |F| = 2.1 eV Å⁻¹
frontier orbital gap (spin up / spin down) = 10.675 / 2.685 eV
calculated total energy = -28158.0503 eV
LUMO energy (spin up / spin down) = -2.94 / -10.37 eV
ΔE to the lowest compared entry with this formula, charge and spin = 47.2 kJ/mol

No. 3
2 unconnected molecules or ions with the total composition C2H8N2O, computed with wB97M-V/def2-TZVPD.

ORCA input file:
```
! wB97M-V def2-TZVPD RIJCOSX def2/J DEFGRID3
* xyz 0 1
O -3.6932 -1.3196 2.9393
N 2.4672 1.4460 -0.0277
N -0.5241 -0.4054 -1.3804
C 0.7319 -0.0992 -0.8406
C 1.2791 1.1151 -0.7517
H -3.5101 -0.4553 2.5533
H 0.9971 1.9147 -1.4194
H -0.6573 -0.3845 -2.3802
H 3.2851 1.3479 -0.6269
H -3.2129 -1.9167 2.3498
H 2.5560 0.8674 0.7952
H -0.9076 -1.2807 -1.0442
H 1.1889 -0.8299 -0.1665
*
```

max |F| = 1.6 eV Å⁻¹
frontier orbital gap = 8.698 eV
calculated total energy = -7230.3324 eV
LUMO energy = 0.58 eV
structure (SMILES) = N/C=C/N.O
ΔE to the lowest compared entry with this formula, charge and spin = 192.5 kJ/mol

No. 4
A molecular structure, C43H62BaClN8O3PS4Se, computed with wB97M-V/def2-TZVPD.

ORCA input file:
```
! wB97M-V def2-TZVPD RIJCOSX def2/J DEFGRID3
* xyz 0 1
Ba 0.3691 1.1400 0.9184
Se 2.3143 3.9363 -0.6324
Cl -0.5774 1.9112 8.6069
S 3.0794 -0.1340 -1.1371
S 3.6997 1.2751 1.9032
S 2.1957 -1.8004 1.7663
S -1.2044 2.4435 -3.5401
P -1.4800 -2.5028 -0.7643
O -0.2570 -2.2255 0.0665
O 1.0544 1.9487 2.9952
O -1.0164 0.2256 2.5554
N 5.6542 6.5996 1.4039
N -3.6149 3.6459 -1.1112
N -4.0466 2.5170 -1.6973
N -1.4240 6.3754 1.2016
N -2.4207 1.8717 -0.3976
N -0.7322 3.6840 1.0265
N 0.0478 3.2159 -5.7321
N 1.2295 3.4997 -3.7984
C -5.2202 -2.9382 0.2524
C 0.2844 -6.5111 -0.6589
C 3.6655 4.9764 0.1882
C 0.0335 4.5570 1.6729
C 4.9932 0.8653 0.7075
C -2.9825 -2.1863 1.5543
C 2.7801 -2.5728 0.2454
C -0.8463 -0.8256 -5.0694
C -1.0693 -6.4884 0.0550
C 1.2850 2.7912 5.1771
C -2.1711 5.5074 0.5368
C -5.5101 -2.2164 1.5671
C -1.3336 -1.6659 -2.3823
C 3.4182 6.2919 0.5863
C 0.8957 2.7657 6.4852
C -2.9471 -1.8178 0.0623
C -0.7723 1.1039 6.0308
C 4.4207 7.0413 1.1722
C 0.6655 1.9514 4.2080
C -0.3229 5.8951 1.7617
C -4.2979 -2.1140 -0.6384
C -3.3265 1.4797 -1.2742
C 0.3076 -0.7254 -4.0578
C -1.5455 -5.0637 0.3107
C 0.4223 -5.3247 -1.6178
C -1.8242 4.1652 0.4487
C 3.6998 -1.7698 -0.6664
C 5.8891 5.3448 1.0298
C -4.2397 -1.6046 2.1855
C 3.9072 -0.0389 3.1247
C 4.4955 0.9175 -0.7332
C -0.1348 1.9110 6.9230
C -0.9471 -4.9216 -2.1428
C -2.3104 -2.1242 -3.4958
C -1.6522 -2.1012 -4.8750
C 0.1271 -1.6690 -2.8698
C -1.7958 -4.2980 -1.0174
C -0.4001 1.1178 4.6666
C -1.1493 0.2923 3.7798
C 4.9573 4.5154 0.4364
C 3.7497 -1.4758 2.6369
C 0.0968 3.0983 -4.3885
C -2.6353 3.2208 -0.3436
H -3.4826 0.4829 -1.6314
H -4.7690 2.5486 -2.4033
H -2.6982 -3.1263 -3.3003
H 2.4416 6.7282 0.4231
H -1.5089 0.0340 -4.9457
H -0.4608 -0.7766 -6.0896
H 1.8500 -2.8066 -0.2616
H 3.8518 -2.3538 -1.5778
H 0.4331 -2.6785 -3.1438
H 4.2188 8.0628 1.4693
H 0.3761 0.3005 -3.6868
H -1.5504 -0.6156 -2.1377
H -1.9281 -0.3326 4.2481
H 3.2730 -3.5178 0.4930
H 1.0966 -6.4950 0.0690
H -2.9725 -3.2605 1.6960
H 5.2393 3.5103 0.1551
H 5.4018 -0.1145 0.9498
H -3.0689 5.8708 0.0612
H -2.4214 -2.1934 -5.6426
H -2.8509 -4.3870 -1.2928
H -0.7956 -4.5328 0.9038
H 4.1294 1.9205 -0.9662
H -2.4598 -5.0894 0.9016
H 1.1002 -5.5723 -2.4370
H -4.7562 -3.9084 0.4461
H -6.2471 -1.4306 1.3856
H 1.2615 -0.9487 -4.5388
H 0.3794 -7.4478 -1.2132
H -4.1542 -2.6247 -1.5881
H -1.8147 -7.0122 -0.5504
H -3.1760 -1.4580 -3.5082
H 0.7783 -1.3651 -2.0517
H -6.1549 -3.1471 -0.2706
H 0.8538 -4.4708 -1.0955
H -1.0103 -7.0305 1.0005
H -4.8085 -1.1780 -0.8801
H 6.8911 4.9766 1.2136
H -4.2276 -0.5218 2.0352
H -1.0023 -2.9729 -4.9866
H 0.9287 4.1792 2.1421
H 4.8802 0.0673 3.6117
H -4.2302 -1.7649 3.2630
H 3.8029 -2.1404 3.5022
H -0.7953 2.9341 -6.1965
H 5.8152 1.5774 0.8107
H -5.9740 -2.9145 2.2661
H -0.8660 -4.2462 -2.9879
H -2.7443 -0.7419 0.0436
H 2.0832 3.4392 4.8427
H 0.7776 3.6573 -6.2610
H -1.4633 -5.8096 -2.5213
H 1.2948 3.5822 -2.7800
H 3.1498 0.1859 3.8789
H 4.5755 -1.7513 1.9815
H 0.3114 6.5913 2.2943
H -2.0830 -1.7939 2.0294
H 5.3178 0.6850 -1.4146
H -1.5723 0.4541 6.3578
H 1.9401 3.9906 -4.3118
H 1.3813 3.4077 7.2077
H 4.6824 -1.6369 -0.2171
*
```

max |F| = 3.6 eV Å⁻¹
frontier orbital gap = 6.614 eV
calculated total energy = -194859.1846 eV
LUMO energy = -0.03 eV
ΔE to the lowest compared entry with this formula, charge and spin = 53.1 kJ/mol

No. 5
C2H6N2O in the gas phase, computed with wB97M-V/def2-TZVPD.

ORCA input file:
```
! wB97M-V def2-TZVPD RIJCOSX def2/J DEFGRID3
* xyz 0 1
O 2.0489 0.4997 1.3582
N 0.8982 -1.0879 -0.5282
N 0.3210 0.1051 -0.1613
C 0.9722 0.7348 0.8842
C -1.1522 0.2115 -0.2569
H -1.4473 0.4471 -1.3178
H 0.4120 -1.8735 -0.0767
H 0.4582 1.6676 1.2365
H 0.7807 -1.1390 -1.5467
H -1.7930 -0.6317 0.0197
H -1.4988 1.0664 0.3889
*
```

max |F| = 2.1 eV Å⁻¹
frontier orbital gap = 10.458 eV
calculated total energy = -7197.6956 eV
LUMO energy = 0.74 eV
structure (SMILES) = CN(N)C=O
ΔE to the lowest compared entry with this formula, charge and spin = 201.8 kJ/mol

No. 6
C11H7NO3 in the gas phase, computed with wB97M-V/def2-TZVPD.

ORCA input file:
```
! wB97M-V def2-TZVPD RIJCOSX def2/J DEFGRID3
* xyz 0 1
O 1.4201 -0.9768 1.2195
O 2.1725 2.5099 -0.8802
O 1.7558 -0.0865 -0.7481
N -1.2689 2.5461 -0.1237
C 3.6179 -1.3212 0.2028
C 0.6431 0.6581 -0.6518
C -2.8898 0.8536 0.5944
C -0.1715 2.9353 -0.4491
C -1.6639 1.2760 0.1091
C -1.1648 -1.0631 -0.3902
C -0.6735 0.3014 -0.3795
C 1.0154 2.1438 -0.7537
C 2.1690 -0.8041 0.2959
C -2.4336 -1.3350 -0.0241
C -3.2927 -0.4082 0.5418
H -0.6280 -1.7314 -1.0388
H -3.6966 1.5834 0.7878
H -4.1205 -0.6483 1.0496
H 3.7185 -2.2332 0.7844
H 3.8247 -1.1454 -0.7693
H -2.7047 -2.3268 -0.2506
H 4.3716 -0.7273 0.8739
*
```

max |F| = 4.9 eV Å⁻¹
frontier orbital gap (spin up / spin down) = 5.736 / 6.256 eV
calculated total energy = -19148.2084 eV
LUMO energy (spin up / spin down) = -2.10 / -1.63 eV
ΔE to the lowest compared entry with this formula, charge and spin = 325.1 kJ/mol